{
  "formula": "C4H3ClN2",
  "method": "the ωB97M-V functional and the def2-TZVPD basis",
  "smiles": "Clc1cnn2c1C2",
  "homo_ev": -9.301,
  "total_charge": 0,
  "e_tot_ev": -19694.216,
  "relative_energy_kj_mol": 461.0,
  "orbital_gap_ev": 9.08,
  "species": ["Cl", "C", "C", "N", "N", "C", "C", "H", "H", "H"],
  "coordinates": [[-2.82602, 0.40868, -0.17936], [-1.17426, 0.04573, 0.01843], [-0.67926, -1.32735, -0.18714], [0.58844, -1.38452, -0.00238], [1.10214, -0.33690, 0.53275], [-0.21123, 0.88757, 0.39796], [1.20853, 1.02215, 0.09814], [-1.27715, -2.14916, -0.53224], [1.45088, 1.25264, -0.94931], [1.81792, 1.58115, 0.80315]],
  "mulliken_charge": [-0.18, 0.13, -0.14, -0.41, -0.20, -0.14, 0.11, 0.41, 0.23, 0.19]
}